Entry from OMol25: one molecule with the formula C4H10Si in a non-equilibrium geometry (ωB97M-V/def2-TZVPD).

The calculation puts the gap between HOMO and LUMO at 0.3821 Eh. Its SMILES is C/C=C(/C)[SiH3]. The value obtained for the energy relative to the best compared isomer or geometry (same formula, charge and spin) is 22.6 kcal per mole. The highest occupied orbital energy comes out at -9.4 eV.

Each line ends with the Mulliken charge.
Atoms and positions in Å:
C 0.37061 -1.06453 0.42039  -0.23
C 0.51024 -0.03112 -0.41440  0.29
C -0.91026 -1.18491 1.57837  -1.01
C 1.46237 0.17369 -1.51758  -1.36
Si -0.77046 1.39185 -0.21610  0.34
H 1.08789 -1.89106 0.24713  0.31
H -0.91987 -0.21974 2.17306  0.30
H -1.83931 -1.32499 1.00256  0.32
H -0.49551 -2.02762 2.25735  0.28
H 1.71146 -0.78801 -1.84169  0.41
H 0.92549 0.56041 -2.39622  0.37
H 2.17647 0.79898 -1.15057  0.35
H -0.55646 2.29307 -1.32120  -0.18
H -0.84202 2.17043 1.22625  -0.07
H -2.11574 0.70210 -0.45014  -0.10